# C40H32FN6S2SiTm

A structure of composition C40H32FN6S2SiTm (wB97M-V/def2-TZVPD, OMol25).

The geometry in XYZ format:
```
83
Properties=species:S:1:pos:R:3:forces:R:3:lowdin_charge:R:1
Tm -13.603187 -11.185438 13.471020 -1.1 1.0 0.0 0.971
C -11.769453 -12.788667 8.193989 0.1 0.6 1.7 -0.091
C -12.594850 -13.879674 8.449685 -0.2 0.4 -2.1 -0.113
C -13.130278 -14.086633 9.697534 1.6 0.4 -0.1 -0.035
C -12.677898 -13.287522 10.759823 -2.0 -0.5 0.8 -0.253
C -11.993185 -12.129055 10.550879 2.0 0.6 -1.2 -0.049
C -11.489548 -11.930087 9.273651 -0.1 -0.5 -1.2 -0.061
N -13.267487 -13.372789 12.055832 -1.6 -1.4 0.2 -0.066
N -13.961984 -14.409697 12.266948 0.8 1.7 -0.3 0.094
C -14.769919 -14.314908 13.445780 0.5 -0.5 -0.2 -0.329
C -15.537368 -15.448811 13.638389 -0.9 -1.2 -0.2 -0.073
C -16.361351 -15.559666 14.770559 0.6 1.5 0.7 -0.110
C -16.338438 -14.496639 15.681960 1.5 1.8 -1.6 -0.073
C -15.575830 -13.292939 15.363588 -1.7 -3.1 0.8 -0.159
C -14.782874 -13.177101 14.264872 0.8 0.3 -0.8 -0.203
H -11.396086 -12.528699 7.213984 0.0 -0.2 -0.1 0.094
H -12.918976 -14.414612 7.523732 0.1 0.0 1.2 0.109
H -13.823617 -14.865613 9.811538 -0.8 -0.8 0.6 0.088
H -11.680112 -11.388170 11.295772 -0.4 -0.6 0.1 0.093
H -10.870448 -11.089895 9.066318 0.3 0.7 0.0 0.099
H -15.545756 -16.236425 12.845336 0.2 0.7 0.8 0.110
H -17.016791 -16.365467 15.010973 -0.2 -0.8 -0.3 0.071
H -16.885348 -14.428221 16.598188 -0.5 -0.5 0.4 0.072
H -15.717069 -12.509617 16.051733 0.1 1.1 0.8 0.059
C -17.591249 -10.458461 10.450083 -1.1 -0.2 1.0 -0.169
Si -16.587917 -11.609119 11.595651 0.4 -0.1 0.2 0.410
C -17.335318 -11.329243 13.296737 -0.7 -0.1 -0.3 -0.171
C -17.124255 -13.363592 11.073678 -0.2 1.1 -1.6 -0.162
N -14.909339 -11.147511 11.458112 -1.4 -1.0 1.0 -0.151
C -14.642492 -10.752704 10.182008 0.3 -0.7 1.0 -0.416
C -14.907370 -11.471500 9.027759 0.5 0.8 -2.4 -0.051
C -14.529775 -10.922089 7.754700 -0.8 -0.4 0.4 -0.091
C -13.867517 -9.696429 7.699563 -1.2 -0.6 -0.5 -0.138
C -13.608685 -9.005295 8.865581 -0.3 -0.6 0.0 -0.028
C -13.988513 -9.554082 10.061133 1.5 1.4 -0.8 -0.250
F -13.579249 -8.929949 11.184297 -0.3 0.1 0.1 0.027
H -17.572361 -10.801282 9.419752 -0.2 0.1 -0.1 0.014
H -17.121511 -9.484148 10.522751 0.1 0.3 -0.2 0.014
H -18.650364 -10.320578 10.851412 1.2 -0.4 -0.7 0.046
H -17.991774 -12.177541 13.528788 -0.2 0.1 -0.1 0.033
H -17.928878 -10.414769 13.166962 -0.1 -0.2 0.3 0.027
H -16.736911 -11.192539 14.174729 0.6 0.2 0.1 -0.012
H -17.012957 -13.495908 9.981156 -0.3 0.4 0.1 0.017
H -18.194775 -13.398955 11.283227 0.0 -0.4 0.2 0.024
H -16.586536 -14.204139 11.411058 0.4 -0.9 1.2 -0.021
H -15.359205 -12.442868 9.129773 -0.1 -0.1 -0.2 0.085
H -14.847324 -11.349466 6.763308 0.4 0.0 1.3 0.103
H -13.768413 -9.218651 6.734028 0.4 0.0 0.0 0.083
H -13.145092 -8.063447 8.815830 0.6 1.1 0.2 0.097
C -12.658268 -11.062000 18.139698 0.1 -1.6 -1.2 -0.054
C -12.797634 -9.747406 18.448176 -1.3 0.7 -0.3 -0.081
C -13.611312 -8.958942 17.649682 0.1 -2.7 -1.7 -0.008
C -14.176439 -9.457264 16.464635 0.0 0.3 0.4 -0.217
N -13.870487 -10.696403 16.105807 -0.3 -0.4 -1.5 0.036
C -13.185012 -11.464788 16.890507 0.9 -0.4 2.1 -0.161
C -15.107396 -8.758824 15.539831 1.6 -0.1 -0.4 -0.238
C -15.703417 -7.613922 15.958274 -1.7 2.1 1.1 -0.085
C -16.438867 -6.848844 15.054942 -0.7 1.1 -0.4 -0.128
C -16.482684 -7.190953 13.709207 -0.8 -0.3 -0.7 -0.116
C -15.907295 -8.383087 13.312684 0.7 0.0 0.2 -0.160
C -15.151439 -9.145613 14.192739 0.9 -1.7 0.0 -0.153
H -12.179501 -11.853298 18.715843 0.1 0.6 0.1 0.099
H -12.490709 -9.224620 19.313794 0.9 -0.1 1.1 0.089
H -13.753646 -8.012510 17.950116 -0.7 3.4 0.8 0.059
H -13.067978 -12.491079 16.608561 0.2 -0.4 -0.4 0.090
H -15.682704 -7.256287 17.009357 0.1 -0.4 -0.6 0.105
H -17.057473 -5.961503 15.290801 0.7 -0.5 0.5 0.088
H -17.035570 -6.598313 12.948323 0.3 -0.2 0.8 0.098
H -15.928000 -8.755154 12.297834 -0.2 0.4 -0.3 0.056
S -11.234546 -12.378749 13.956915 0.9 -0.4 0.2 0.549
C -9.910545 -11.349728 13.475614 -0.6 0.0 0.1 -0.724
C -8.684674 -11.880334 13.167398 1.9 1.3 -0.6 -0.078
C -7.597240 -11.027119 12.752727 -0.5 -2.5 0.1 -0.207
C -6.335861 -11.748736 12.692751 0.1 -0.1 -1.2 -0.200
N -5.425765 -12.447237 12.521996 -0.5 0.7 0.5 0.117
C -7.805740 -9.700645 12.408995 0.4 0.8 2.3 -0.211
C -9.014241 -9.139377 12.890570 -0.4 0.6 -1.3 -0.079
C -10.061602 -9.932297 13.353836 -1.1 0.2 0.4 -0.690
S -11.643999 -9.250855 13.777876 0.8 0.4 -0.4 0.509
C -6.661397 -8.865232 12.105075 -0.3 0.1 -0.7 -0.198
N -5.782769 -8.204492 11.746985 -0.3 -0.3 0.4 0.118
H -8.460651 -12.931454 13.186900 -0.2 -0.3 0.3 0.101
H -9.223859 -8.064329 12.743729 0.3 -0.7 0.2 0.111
```
Forces are in eV/Å.

Calculated values
* molar mass: 876.89 g mol⁻¹
* HOMO energy (alpha / beta): -2.27 / -2.26 eV
* E_LUMO (alpha / beta): 0.15550 / 0.15552 hartree
* energy above the lowest of the compared OMol25 structures with the same formula, charge and spin: 1.773 eV
* 2S+1: 3
* Kohn-Sham gap (alpha / beta): 0.23876 / 0.23859 Ha
* charge: -2

# C40H33Br2I2N5OP2Se2Ta

A structure of composition C40H33Br2I2N5OP2Se2Ta (wB97M-V/def2-TZVPD, OMol25).

The geometry in XYZ format:
```
88
Properties=species:S:1:pos:R:3:forces:R:3:lowdin_charge:R:1
Ta -1.750004 1.737337 -0.711469 -1.9 -0.2 1.8 1.444
I -3.569211 8.004598 -5.022304 0.0 0.2 -0.1 1.044
C -3.156225 6.292782 -3.952683 0.0 -0.1 0.1 -0.718
C -2.010307 5.550728 -4.266972 -0.1 0.0 0.1 -0.162
C -1.768749 4.387522 -3.558904 0.2 0.0 -0.2 -0.588
I -0.023381 3.243769 -3.665648 0.0 0.1 -0.2 1.079
C -2.681522 3.998462 -2.604524 0.2 -0.5 0.2 -0.367
O -2.459494 2.850999 -1.904178 0.1 0.4 -1.7 -0.439
C -3.744810 4.758414 -2.182392 -0.4 0.1 0.3 -0.149
C -4.484119 4.303930 -0.927891 0.3 0.1 -0.2 -0.101
N -3.524443 3.836302 0.130923 -0.2 -0.2 -0.1 -0.105
C -2.683508 4.934351 0.608466 0.1 -0.1 0.0 -0.119
C -1.231017 4.581703 0.776174 0.1 0.0 0.0 -0.209
C -0.434037 5.475629 1.471632 0.0 0.0 0.0 0.023
C 0.926925 5.267779 1.582856 0.0 0.1 0.1 0.030
C 1.491897 4.159754 0.965512 0.1 0.0 0.0 0.004
C 0.663551 3.302222 0.299062 -0.1 0.2 -0.1 -0.151
N -0.686633 3.479513 0.205775 0.4 -0.6 -0.3 -0.042
C -3.990654 5.926032 -2.889759 0.0 0.0 0.0 -0.070
H -1.322218 5.897318 -5.025364 0.0 0.0 0.0 0.106
H -5.163838 3.483625 -1.151668 0.0 0.0 0.0 0.091
H -5.082536 5.136761 -0.553510 0.0 0.0 0.0 0.143
H -4.072633 3.475916 0.902795 0.0 0.1 0.0 0.071
H -3.058403 5.355794 1.541927 0.0 0.0 0.0 0.150
H -2.714272 5.742531 -0.126275 0.0 0.0 0.0 0.147
H -0.896914 6.343728 1.923657 0.0 0.0 0.0 0.141
H 1.542939 5.962471 2.139657 0.0 0.0 0.0 0.141
H 2.553029 3.957615 1.009339 0.0 0.0 0.0 0.134
H 1.077059 2.432030 -0.191463 0.0 0.0 0.0 0.091
H -4.822817 6.561689 -2.612382 0.0 0.0 0.0 0.119
Br -3.130108 1.071441 1.975784 0.4 0.0 0.0 0.774
C -4.849049 0.555211 1.284858 -0.1 0.0 0.1 -0.911
Br -4.781129 0.677014 -0.628503 0.2 0.1 -0.3 0.745
H -5.608245 1.227547 1.663384 0.0 0.0 0.0 0.032
H -5.028109 -0.476011 1.560328 0.0 0.0 0.0 0.028
Se 4.010192 0.117167 1.757318 0.1 0.1 -0.1 0.352
P 2.675074 -1.483116 1.944437 0.1 0.3 -0.1 0.519
C 3.218120 -2.939845 1.046426 -0.1 -0.1 -0.2 -0.347
C 4.538887 -3.341664 1.256966 0.1 0.1 -0.1 -0.086
C 5.014962 -4.491738 0.649470 0.0 0.0 0.0 -0.039
C 4.185379 -5.251608 -0.168300 0.0 0.0 0.0 -0.046
C 2.874794 -4.854342 -0.384237 0.0 0.0 0.0 -0.066
C 2.400393 -3.699661 0.223798 0.0 -0.1 0.1 -0.097
C 2.277128 -2.023609 3.607344 -0.2 0.0 0.1 -0.351
C 3.349556 -2.296228 4.454302 0.0 0.0 0.1 -0.078
C 3.110407 -2.758158 5.738855 0.0 0.0 0.0 -0.043
C 1.807374 -2.939065 6.183861 0.0 0.0 0.0 -0.048
C 0.737960 -2.656305 5.346551 0.0 0.0 -0.1 -0.064
C 0.971028 -2.201221 4.056936 0.0 -0.1 0.0 -0.095
C 1.098451 -0.722233 1.325749 0.1 -0.1 0.7 -0.353
C 0.257158 -0.638003 0.254942 -0.1 0.5 -0.1 -0.406
N -0.462774 0.537221 0.413866 0.3 0.3 -0.1 -0.352
N -0.096292 1.091055 1.616378 -0.2 -0.6 -0.1 -0.088
N 0.782935 0.367512 2.158832 0.2 -0.3 -0.1 0.054
P -0.092271 -1.526932 -1.242815 0.0 0.2 -0.1 0.797
Se -1.657105 -0.259195 -2.285234 0.4 0.6 0.4 0.484
C -0.899413 -3.072682 -0.989680 -0.2 -0.2 0.1 -0.399
C -1.364564 -3.765832 -2.115193 0.0 0.0 0.1 -0.097
C -2.046816 -4.956756 -1.940704 0.0 0.0 0.0 -0.030
C -2.272680 -5.444660 -0.657456 0.0 0.0 0.0 -0.020
C -1.825203 -4.746224 0.457288 0.0 0.0 0.0 -0.032
C -1.137881 -3.552876 0.300635 -0.1 -0.1 -0.1 -0.075
C 1.339730 -1.557248 -2.258223 0.1 -0.1 -0.2 -0.374
C 1.692686 -2.705577 -2.967319 0.1 0.1 0.0 -0.062
C 2.813660 -2.676126 -3.781734 0.0 0.0 0.0 -0.025
C 3.565254 -1.515006 -3.885497 0.0 0.0 0.0 -0.014
C 3.210228 -0.369030 -3.175590 0.0 0.0 0.0 -0.033
C 2.093650 -0.382673 -2.362570 0.1 -0.1 0.0 -0.084
H 5.199805 -2.744262 1.872930 0.0 0.0 0.0 0.092
H 6.039794 -4.796958 0.814236 0.0 0.0 0.0 0.122
H 4.562400 -6.153951 -0.631643 0.0 0.0 0.0 0.119
H 2.220230 -5.452780 -1.007705 0.0 0.0 0.0 0.112
H 1.373543 -3.412703 0.075688 -0.1 0.0 0.0 0.051
H 4.366779 -2.123069 4.123868 0.0 0.0 0.0 0.101
H 3.942823 -2.966627 6.397304 0.0 0.0 0.0 0.120
H 1.625369 -3.293909 7.189687 0.0 0.0 0.0 0.119
H -0.276028 -2.786363 5.701331 0.0 0.0 0.0 0.110
H 0.127961 -1.975747 3.413339 0.0 0.0 0.0 0.082
H -1.196280 -3.384706 -3.116258 0.0 0.0 0.0 0.113
H -2.404186 -5.503850 -2.802659 0.0 0.0 0.0 0.127
H -2.801275 -6.379975 -0.526823 0.0 0.0 0.0 0.128
H -2.005422 -5.134646 1.450894 0.0 0.0 0.0 0.124
H -0.774455 -3.020961 1.171304 0.0 0.0 0.0 0.100
H 1.114123 -3.614594 -2.875746 0.0 0.0 0.0 0.104
H 3.102789 -3.562346 -4.330255 0.0 0.0 0.0 0.127
H 4.442592 -1.500798 -4.519027 0.0 0.0 0.0 0.128
H 3.813519 0.525185 -3.254037 0.0 0.0 0.0 0.122
H 1.828895 0.501215 -1.792070 0.0 0.0 0.0 0.090
```
Forces are in eV/Å.

Calculated values
* molar mass: 1414.17 g mol⁻¹
* HOMO energy: -14.12 eV
* E_LUMO: -0.38159 hartree
* energy above the lowest of the compared OMol25 structures with the same formula, charge and spin: 2.967 eV
* Kohn-Sham gap: 0.13718 Ha
* charge: +3